{"formula": "C49H127N5O17", "method": "the ωB97M-V functional and the def2-TZVPD basis", "homo_ha": [0.02383, -0.22442], "fmax_ev_per_a": 5.474, "multiplicity": 2, "orbital_gap_ev": [1.3, 8.1], "charge": -1, "e_lumo_ev": [1.994, 1.981], "e_tot_ha": -3495.3828, "elements": ["C", "C", "O", "H", "H", "H", "H", "H", "H", "C", "C", "O", "H", "H", "H", "H", "H", "H", "C", "C", "O", "H", "H", "H", "H", "H", "H", "C", "C", "O", "H", "H", "H", "H", "H", "H", "C", "C", "O", "H", "H", "H", "H", "H", "H", "C", "C", "O", "H", "H", "H", "H", "H", "H", "C", "C", "O", "H", "H", "H", "H", "H", "H", "C", "C", "O", "H", "H", "H", "H", "H", "H", "C", "C", "C", "C", "C", "C", "N", "O", "C", "C", "C", "H", "H", "H", "H", "H", "H", "H", "H", "H", "H", "H", "H", "H", "H", "H", "H", "H", "H", "H", "C", "O", "C", "C", "N", "C", "C", "O", "C", "H", "H", "H", "H", "H", "H", "H", "H", "H", "H", "H", "H", "H", "H", "H", "C", "O", "C", "C", "N", "C", "C", "O", "C", "H", "H", "H", "H", "H", "H", "H", "H", "H", "H", "H", "H", "H", "H", "H", "C", "O", "C", "C", "N", "C", "C", "O", "C", "H", "H", "H", "H", "H", "H", "H", "H", "H", "H", "H", "H", "H", "H", "H", "C", "O", "C", "C", "N", "C", "C", "O", "C", "H", "H", "H", "H", "H", "H", "H", "H", "H", "H", "H", "H", "H", "H", "H"], "coordinates": [[-4.505, 5.745, 0.335], [-3.019, 5.367, 0.009], [-2.818, 3.954, -0.115], [-5.255, 5.366, -0.359], [-4.578, 6.826, 0.216], [-4.916, 5.537, 1.322], [-2.501, 5.882, 0.817], [-2.723, 5.906, -0.891], [-1.955, 3.802, -0.506], [-4.740, 1.708, -4.239], [-4.970, 2.162, -2.766], [-3.671, 2.634, -2.458], [-3.749, 1.316, -4.466], [-4.954, 2.604, -4.823], [-5.577, 1.077, -4.539], [-5.299, 1.370, -2.093], [-5.766, 2.872, -2.540], [-3.542, 2.809, -1.523], [-3.162, -1.597, -5.131], [-3.705, -3.042, -5.467], [-4.584, -2.766, -6.511], [-3.942, -1.145, -4.518], [-2.923, -0.941, -5.969], [-2.210, -1.605, -4.600], [-4.196, -3.531, -4.626], [-2.809, -3.622, -5.688], [-4.312, -3.312, -7.253], [0.524, -6.033, -2.603], [-0.844, -6.037, -3.239], [-1.443, -4.746, -3.361], [0.413, -5.823, -1.540], [1.361, -5.526, -3.084], [1.012, -7.008, -2.617], [-1.560, -6.755, -2.839], [-0.879, -6.430, -4.255], [-1.801, -4.454, -2.520], [4.611, -0.057, -1.519], [4.803, -1.186, -0.633], [5.393, -0.807, 0.593], [3.863, 0.699, -1.279], [4.475, -0.377, -2.552], [5.555, 0.455, -1.704], [5.377, -1.845, -1.284], [3.858, -1.708, -0.484], [4.733, -0.386, 1.149], [3.284, 1.944, 4.621], [2.035, 2.726, 4.618], [2.014, 3.785, 5.512], [3.099, 0.960, 4.191], [3.732, 1.903, 5.614], [4.009, 2.470, 4.001], [1.216, 2.053, 4.874], [1.763, 3.139, 3.646], [1.701, 3.537, 6.386], [1.761, 4.993, -1.805], [0.294, 5.328, -2.019], [-0.452, 4.134, -1.856], [2.382, 5.867, -1.999], [2.086, 4.199, -2.477], [1.918, 4.698, -0.767], [0.179, 5.647, -3.055], [0.066, 6.177, -1.374], [-0.765, 3.877, -2.726], [4.538, 3.502, 0.195], [4.710, 4.200, 1.533], [4.430, 5.496, 1.292], [4.794, 2.450, 0.319], [4.999, 4.052, -0.626], [3.475, 3.500, -0.046], [5.715, 4.108, 1.943], [4.080, 3.947, 2.386], [4.189, 5.895, 2.131], [5.122, -8.619, 2.096], [4.013, -7.661, 2.524], [3.875, -7.982, 4.051], [4.811, -7.272, 4.940], [4.929, -5.770, 4.571], [5.308, -5.433, 3.049], [4.444, -6.316, 2.168], [4.609, -6.229, 0.861], [5.106, -3.922, 2.935], [6.808, -5.730, 2.848], [2.720, -8.159, 1.795], [4.796, -9.650, 1.962], [5.921, -8.595, 2.837], [5.597, -8.396, 1.140], [2.867, -7.652, 4.301], [4.010, -9.053, 4.200], [5.819, -7.686, 4.954], [4.399, -7.445, 5.935], [5.644, -5.298, 5.245], [3.940, -5.395, 4.834], [5.492, -3.590, 1.971], [4.055, -3.635, 2.963], [5.487, -3.255, 3.708], [7.197, -5.599, 1.839], [7.254, -4.851, 3.313], [7.254, -6.691, 3.105], [2.853, -8.719, 0.870], [2.073, -7.283, 1.754], [2.180, -8.879, 2.410], [3.850, -5.702, 0.601], [2.480, 1.741, -4.718], [1.211, 1.840, -5.242], [0.496, 3.032, -4.984], [-1.023, 2.808, -4.975], [-1.827, 3.880, -4.358], [-1.903, 5.158, -5.180], [-3.111, 6.031, -4.752], [-4.341, 5.230, -4.763], [-5.388, 5.550, -3.840], [2.987, 2.689, -4.538], [3.120, 1.067, -5.287], [2.414, 1.281, -3.732], [0.891, 3.805, -5.643], [0.944, 3.298, -4.026], [-1.344, 1.953, -4.382], [-1.212, 2.626, -6.033], [-2.716, 3.490, -4.078], [-2.100, 4.872, -6.213], [-1.025, 5.768, -4.965], [-3.314, 6.735, -5.559], [-3.156, 6.584, -3.813], [-5.958, 6.473, -3.945], [-4.917, 5.575, -2.858], [-6.125, 4.751, -3.928], [1.098, -1.919, -4.013], [0.963, -1.106, -2.851], [-0.268, -0.291, -2.781], [-0.370, 0.530, -1.483], [-0.284, -0.169, -0.201], [-0.188, 0.718, 0.894], [1.239, 1.319, 1.058], [2.439, 0.384, 1.264], [2.320, -0.634, 2.286], [0.208, -2.514, -3.805], [2.008, -2.516, -3.962], [1.080, -1.304, -4.913], [-1.145, -0.876, -3.059], [-0.021, 0.378, -3.606], [-1.312, 1.078, -1.468], [0.439, 1.241, -1.647], [0.425, -0.888, -0.202], [-0.587, 0.229, 1.782], [-0.852, 1.573, 0.765], [1.170, 2.056, 1.858], [1.436, 2.013, 0.240], [1.828, -0.318, 3.206], [3.293, -1.037, 2.566], [1.790, -1.496, 1.880], [-4.137, -2.482, -1.655], [-3.573, -3.395, -0.683], [-4.105, -4.732, -0.657], [-3.290, -5.631, 0.313], [-1.942, -5.812, -0.190], [-1.321, -6.587, 0.897], [-0.533, -5.676, 1.928], [0.415, -4.848, 1.336], [0.025, -3.603, 0.791], [-5.223, -2.519, -1.567], [-3.769, -2.596, -2.674], [-3.861, -1.524, -1.215], [-4.106, -5.188, -1.647], [-5.156, -4.656, -0.379], [-3.752, -6.618, 0.350], [-3.297, -5.081, 1.254], [-1.643, -4.852, -0.288], [-0.572, -7.169, 0.359], [-1.951, -7.352, 1.352], [0.048, -6.350, 2.557], [-1.176, -5.101, 2.594], [-0.167, -2.937, 1.633], [-0.802, -3.688, 0.086], [0.896, -3.257, 0.235], [-1.996, 2.821, 3.042], [-3.094, 2.805, 3.948], [-2.804, 3.533, 5.219], [-4.047, 4.162, 5.980], [-4.129, 5.609, 5.815], [-4.237, 6.005, 4.417], [-4.155, 7.548, 4.200], [-2.852, 7.927, 3.811], [-1.800, 7.663, 4.787], [-1.947, 3.848, 2.682], [-2.335, 2.327, 2.131], [-1.099, 2.387, 3.483], [-1.878, 4.108, 5.212], [-2.495, 2.727, 5.884], [-4.066, 4.031, 7.062], [-4.956, 3.727, 5.564], [-4.972, 5.897, 6.291], [-5.283, 5.750, 4.250], [-3.720, 5.467, 3.621], [-4.332, 8.072, 5.139], [-4.677, 8.042, 3.380], [-1.556, 6.603, 4.863], [-2.099, 8.028, 5.770], [-1.024, 8.401, 4.583]], "forces_ev_per_a": [[0.112, 0.048, -0.797], [-1.736, 0.381, 0.494], [-0.573, 0.705, 0.649], [0.231, -0.373, -0.299], [0.154, 0.206, 0.090], [0.647, -0.350, 0.204], [0.762, -0.666, 0.271], [-0.036, -0.262, -0.348], [0.656, 0.262, -0.319], [-2.528, 1.141, 0.529], [1.208, -1.137, -0.359], [0.012, 0.136, 0.272], [-0.300, -0.125, 0.378], [0.625, 0.164, -0.337], [0.351, -0.641, -0.114], [0.546, -0.754, -0.036], [0.070, 0.735, -0.876], [-0.145, 0.452, 0.487], [-0.058, -0.913, 1.211], [2.067, 2.477, 0.593], [-0.791, -1.127, -1.258], [0.256, 0.486, 0.010], [-0.575, -0.485, -0.499], [-0.200, -0.302, 0.488], [-0.111, 0.201, 0.072], [-0.306, -0.468, -0.586], [-0.309, 0.027, -0.183], [0.428, -1.096, 0.491], [-0.609, -0.186, -1.376], [0.115, 0.074, -0.128], [0.321, 0.509, -0.018], [-0.680, 1.141, -0.083], [-0.663, -0.752, 0.068], [0.214, 0.186, 1.166], [0.818, 0.340, -0.461], [0.020, -0.158, 0.324], [0.172, 2.327, -2.279], [-0.839, -0.746, 0.225], [0.792, -0.705, -0.055], [-0.099, -0.202, 0.256], [-0.854, -0.391, -0.095], [0.317, 0.341, 0.701], [0.887, -0.573, 1.100], [-0.200, -0.093, 0.280], [-0.309, 0.144, -0.183], [1.357, 0.169, -0.585], [-1.859, -0.492, 0.244], [0.462, 1.686, 0.383], [0.315, -0.047, 0.243], [-0.277, -0.362, 0.043], [0.304, -0.197, -0.090], [-0.360, -0.263, -0.049], [0.293, -0.010, -0.202], [-0.115, -0.392, 0.110], [0.059, 0.369, 0.111], [1.315, -0.572, -0.845], [-0.159, 0.382, 1.474], [0.111, 0.092, 0.065], [-0.015, -0.102, 0.123], [0.060, -0.074, -0.083], [-0.169, 0.329, -0.103], [-0.758, -0.318, 0.283], [-0.773, 0.037, -0.606], [-1.052, -0.855, 1.055], [0.660, -1.428, 0.319], [-0.582, 3.684, -0.390], [0.461, 0.016, -0.558], [0.542, -0.261, 0.262], [-0.102, 0.008, 0.044], [0.547, -0.327, -0.234], [-0.421, -1.325, -0.373], [-0.035, 0.415, -0.102], [1.143, -0.643, -0.538], [1.311, -2.522, 0.007], [-0.994, 0.865, -1.686], [1.341, 1.106, 0.175], [-0.485, -1.022, -0.297], [-0.113, -2.318, 1.637], [-1.726, 1.151, 5.065], [0.670, 0.801, -3.079], [-1.044, 0.249, -1.397], [0.464, 1.177, -0.567], [-0.090, 0.867, 0.989], [-0.238, -0.137, 0.410], [0.130, -0.188, 0.039], [-0.191, 0.454, -0.107], [-0.255, -0.296, 0.360], [-0.513, -0.074, -0.230], [0.063, -0.359, -0.163], [0.307, 0.526, 0.366], [0.097, 0.175, -0.214], [-0.060, 0.646, -0.412], [0.073, 0.274, -0.028], [-0.339, -0.440, -0.257], [0.759, -0.686, 0.231], [-0.771, 0.073, -0.580], [0.736, -0.501, 0.687], [-0.467, 0.060, 0.805], [0.283, 0.763, -0.333], [-0.294, -0.079, -0.697], [0.168, -0.018, 0.452], [-0.043, 0.155, -0.668], [0.762, -0.345, 1.420], [-1.458, -0.917, -2.005], [1.512, -0.119, 1.831], [0.129, 0.519, 0.041], [1.591, 1.308, -1.174], [-1.764, -1.198, 2.276], [-2.172, -0.681, -0.634], [0.085, -0.023, -0.379], [1.071, -0.430, 0.166], [0.054, 0.315, -0.456], [-0.177, 0.214, -0.435], [0.022, -0.144, 0.405], [-0.623, 0.267, -0.559], [-0.929, 0.666, 0.650], [0.681, -0.412, -0.256], [-0.793, -0.128, -0.260], [-0.313, 0.412, -0.058], [0.515, 0.329, -0.290], [0.222, -0.194, -0.654], [0.553, 0.491, 0.011], [0.992, -0.181, 0.254], [0.395, 0.469, -0.675], [-0.367, -0.177, 0.408], [0.225, -0.134, 0.174], [-1.503, 0.487, 1.475], [0.381, 1.051, 1.825], [1.675, -0.669, -0.774], [0.773, -0.707, -0.565], [-0.883, -0.958, -1.917], [1.452, 0.200, 0.740], [0.345, -0.482, 1.245], [-1.715, 1.120, -0.019], [-0.663, 0.156, -0.729], [0.036, -1.019, -1.647], [-0.047, 0.174, 0.199], [-0.185, -0.145, -0.284], [-0.060, -0.308, 0.359], [-0.951, 0.629, -0.022], [-0.077, 0.096, -0.348], [0.185, 0.513, 0.487], [0.206, 0.151, -0.038], [0.440, -0.066, 0.338], [-0.002, 0.124, -0.277], [0.336, -0.385, 0.772], [0.586, -0.804, -0.600], [-0.155, 0.250, -0.115], [0.328, 0.465, -0.177], [-0.340, -0.061, 0.017], [0.087, -0.204, 1.892], [0.436, -0.765, -0.551], [-0.087, 0.158, -0.060], [-1.467, 1.647, -1.781], [-1.918, -0.646, 0.823], [3.079, 1.245, -0.636], [-0.814, -1.156, -0.120], [0.751, -0.443, -0.869], [0.445, -0.271, 0.406], [-0.209, -0.204, -0.467], [-0.009, -0.221, 0.136], [0.190, 0.204, -0.535], [0.276, 0.013, -0.355], [-0.200, -0.159, 0.367], [-0.331, 0.200, 0.341], [-0.140, -0.386, 0.557], [0.765, -0.517, 0.232], [0.541, -0.215, 0.387], [-0.470, 0.525, 0.081], [-0.060, -0.079, 0.172], [-0.396, 0.097, -0.035], [-0.432, 0.394, -0.268], [0.092, 0.684, 0.326], [-0.036, 0.163, 0.009], [-1.432, 0.706, -0.157], [-0.240, 1.280, 1.530], [-0.648, -2.081, 0.892], [0.728, 0.539, -1.642], [1.824, 0.099, 0.085], [-3.017, 1.380, -0.317], [1.933, -0.441, 0.242], [1.860, -0.060, 0.515], [-1.334, 1.256, -0.215], [1.083, 0.333, 0.177], [0.092, -0.621, 0.308], [0.181, 0.169, -0.195], [-0.395, 0.754, -0.610], [0.057, -0.288, 0.194], [0.512, -0.652, -0.105], [-0.124, -0.636, -0.130], [-0.002, 0.319, -0.031], [-0.523, -0.034, -1.111], [0.727, -0.137, 0.684], [-0.661, -0.079, 0.291], [-1.016, -0.814, 0.160], [0.395, 0.220, -0.225], [-0.599, -0.393, 0.350], [0.537, -0.799, -0.669]], "lowdin_spin": [0.007, 0.004, 0.003, 0.001, 0.002, 0.001, 0.003, 0.001, 0.000, 0.001, 0.004, 0.002, 0.000, 0.000, 0.000, 0.002, 0.001, 0.000, 0.000, 0.000, 0.000, 0.000, 0.000, 0.000, 0.000, 0.000, 0.000, 0.001, 0.000, 0.000, 0.001, 0.000, 0.000, 0.000, 0.000, 0.000, 0.001, 0.002, 0.004, 0.000, 0.000, 0.000, 0.001, 0.001, 0.001, 0.063, 0.092, 0.084, 0.008, 0.013, 0.003, 0.046, 0.009, 0.049, 0.004, 0.006, 0.003, 0.002, 0.000, 0.003, 0.000, 0.004, 0.000, 0.003, 0.013, 0.025, 0.000, 0.001, 0.000, 0.002, 0.003, 0.011, 0.001, 0.000, 0.004, 0.002, 0.012, 0.001, 0.001, 0.002, 0.011, 0.003, 0.002, 0.000, 0.000, 0.000, 0.003, 0.000, 0.000, 0.002, 0.002, 0.010, 0.000, 0.005, 0.007, 0.000, 0.001, 0.000, 0.000, 0.000, 0.001, 0.001, 0.000, 0.000, 0.000, 0.000, 0.000, 0.001, 0.002, 0.000, 0.002, 0.000, 0.000, 0.000, 0.000, 0.000, 0.000, 0.000, 0.000, 0.000, 0.001, 0.000, 0.001, 0.001, 0.000, 0.000, 0.000, 0.000, 0.000, 0.000, 0.001, 0.008, 0.002, 0.005, 0.037, 0.000, 0.000, 0.000, 0.000, 0.000, 0.000, 0.000, 0.000, 0.014, 0.001, 0.002, 0.000, 0.033, 0.004, 0.003, 0.003, 0.010, 0.002, 0.003, 0.000, 0.002, 0.013, 0.015, 0.009, 0.001, 0.000, 0.002, 0.000, 0.001, 0.000, 0.002, 0.000, 0.000, 0.001, 0.002, 0.008, 0.011, 0.000, 0.002, 0.020, 0.028, 0.033, 0.020, 0.002, 0.005, 0.004, 0.006, 0.023, 0.005, 0.002, 0.008, 0.009, 0.030, 0.007, 0.001, 0.002, 0.001, 0.001, 0.001, 0.001, 0.007, 0.003, 0.006]}